# 1
This record from OMol25 describes one molecule with the formula C4H5N3O2 in a non-equilibrium geometry. The level of theory is ωB97M-V/def2-TZVPD.

Last column: natural (NBO) charge in e.
Atoms and positions in Å:
C (-1.298, -1.266, -0.156)  0.143
C (2.006, -0.673, 0.073)  0.153
C (1.742, 0.649, 0.180)  -0.397
C (0.251, 0.847, -0.104)  0.413
H (-2.010, 0.865, 0.079)  0.465
H (-1.158, -2.383, -0.191)  0.208
H (2.987, -0.998, -0.114)  0.222
H (2.674, 1.253, 0.632)  0.267
H (-0.043, 2.592, -0.044)  0.368
N (-2.469, -0.968, -0.029)  -0.134
N (-0.135, -0.608, -0.164)  -0.163
N (-0.579, 1.806, -0.363)  -0.718
O (-2.875, 0.346, 0.273)  -0.561
O (0.906, -1.461, -0.070)  -0.267

Results
SMILES: [H]/N=c1\ccon1/C=N\O
Spin multiplicity: 1
E (eV): -12788.541
Frontier orbital gap (eV): 9.0
Relative energy (zero: lowest compared OMol25 entry of this formula, charge and spin) (kJ/mol): 707.60

=====

# 2
This record from OMol25 describes one molecule with the formula C4H5N3O2 in a non-equilibrium geometry. The level of theory is ωB97M-V/def2-TZVPD.

Last column: natural (NBO) charge in e.
Atoms and positions in Å:
C (-1.131, 0.662, -0.978)  -0.085
C (0.620, 1.967, -1.242)  0.267
C (0.102, 0.263, -0.077)  0.377
C (0.176, -0.894, 0.765)  -0.702
N (-0.551, 1.751, -1.720)  -0.444
N (1.082, 1.093, -0.306)  -0.486
N (-2.206, 1.035, -0.074)  0.535
O (-2.401, 0.238, 0.827)  -0.399
O (-2.763, 2.093, -0.188)  -0.310
H (-1.558, -0.022, -1.690)  0.260
H (1.340, 2.807, -1.645)  0.210
H (-0.770, -0.877, 1.346)  0.282
H (1.125, -0.879, 1.301)  0.246
H (0.329, -1.685, -0.011)  0.249

Results
SMILES: CC1=NC=N[C@@H]1[N+](=O)[O-]
Spin multiplicity: 1
E (eV): -12789.948
Frontier orbital gap (eV): 10.0
Relative energy (zero: lowest compared OMol25 entry of this formula, charge and spin) (kJ/mol): 571.81

=====

# 3
This record from OMol25 describes one molecule with the formula C4H5N3O2 in a non-equilibrium geometry. The level of theory is ωB97M-V/def2-TZVPD.

Last column: natural (NBO) charge in e.
Atoms and positions in Å:
C (-1.216, 0.180, 1.642)  0.744
C (0.249, -0.124, 1.799)  -0.239
C (1.089, -0.493, 0.797)  -0.211
C (0.637, -0.118, -0.549)  0.353
H (-1.315, -0.766, -2.456)  0.371
H (-0.702, 0.816, -2.284)  0.374
H (0.755, -0.101, 2.696)  0.222
H (2.127, -0.600, 0.825)  0.220
H (2.400, 0.036, -1.224)  0.343
N (-1.424, 0.131, -1.875)  -0.586
N (-0.693, -0.308, -0.768)  -0.015
N (1.435, 0.414, -1.519)  -0.673
O (-1.508, 0.352, 0.333)  -0.381
O (-1.834, 0.582, 2.583)  -0.520

Results
SMILES: [H]/N=c1\ccc(=O)on1N
Spin multiplicity: 1
E (eV): -12789.785
Frontier orbital gap (eV): 9.5
Relative energy (zero: lowest compared OMol25 entry of this formula, charge and spin) (kJ/mol): 587.59

=====

# 4
This record from OMol25 describes one molecule with the formula C4H5N3O2 in a non-equilibrium geometry. The level of theory is ωB97M-V/def2-TZVPD.

Last column: natural (NBO) charge in e.
Atoms and positions in Å:
C (1.312, -0.994, -1.774)  0.534
C (-1.137, 0.722, 0.110)  -0.364
C (-1.635, 0.155, 1.558)  0.667
C (0.445, -0.217, 1.340)  0.284
H (1.049, -1.916, -1.070)  0.123
H (1.777, 0.914, -1.302)  0.403
H (-1.322, 1.743, -0.156)  0.225
H (-1.802, 0.292, -0.707)  0.221
H (1.402, -0.560, 1.478)  0.190
N (1.032, 0.196, -0.992)  -0.513
N (0.164, 0.516, 0.073)  -0.252
N (-0.511, -0.310, 2.337)  -0.478
O (1.878, -0.955, -2.870)  -0.544
O (-2.650, 0.413, 1.975)  -0.495

Results
SMILES: O=CNN1C=NC(=O)C1
Spin multiplicity: 1
E (eV): -12790.539
Frontier orbital gap (eV): 10.0
Relative energy (zero: lowest compared OMol25 entry of this formula, charge and spin) (kJ/mol): 514.84

=====

# 5
This record from OMol25 describes one molecule with the formula C4H5N3O2 in a non-equilibrium geometry. The level of theory is ωB97M-V/def2-TZVPD.

Last column: natural (NBO) charge in e.
Atoms and positions in Å:
C (0.205, -1.511, 0.315)  0.443
C (-0.255, -0.741, -1.683)  0.241
C (0.512, 1.537, -1.200)  -0.446
C (-0.460, -1.238, 1.372)  -0.330
N (0.532, -1.477, -0.857)  -0.379
N (-0.136, 0.470, -1.916)  -0.389
N (-0.204, -0.035, 2.202)  0.540
O (-1.059, 0.252, 2.992)  -0.372
O (0.757, 0.639, 1.986)  -0.377
H (-0.814, -1.335, -2.273)  0.169
H (0.201, 1.389, -0.064)  0.208
H (0.290, 2.553, -1.532)  0.213
H (1.540, 1.313, -1.395)  0.208
H (-1.110, -1.816, 2.051)  0.271

Results
SMILES: C/N=C\N=C=C[N+](=O)[O-]
Spin multiplicity: 1
E (eV): -12787.780
Frontier orbital gap (eV): 9.2
Relative energy (zero: lowest compared OMol25 entry of this formula, charge and spin) (kJ/mol): 781.00

=====

# 6
This record from OMol25 describes one molecule with the formula C4H5N3O2. The level of theory is ωB97M-V/def2-TZVPD.

Last column: natural (NBO) charge in e.
Atoms and positions in Å:
C (-2.434, -0.253, 0.016)  -0.245
C (-0.036, -0.551, -0.015)  0.416
C (1.684, 1.158, 0.009)  -0.105
C (0.255, 0.909, -0.001)  0.366
H (-2.484, 0.361, 0.908)  0.196
H (-2.471, 0.399, -0.855)  0.199
H (-3.259, -0.966, -0.020)  0.192
H (2.875, -1.727, -0.013)  0.399
H (2.035, 2.185, 0.005)  0.219
N (0.912, -1.441, -0.016)  -0.251
N (2.169, -1.016, 0.002)  -0.153
N (2.601, 0.222, 0.006)  -0.169
O (-1.256, -1.080, -0.005)  -0.475
O (-0.589, 1.800, -0.022)  -0.589

Results
SMILES: COc1n[nH]ncc1=O
Spin multiplicity: 1
E (eV): -12792.185
Frontier orbital gap (eV): 9.2
Relative energy (zero: lowest compared OMol25 entry of this formula, charge and spin) (kJ/mol): 355.98

=====

# 7
This record from OMol25 describes C4H5N3O2 as an isolated structure in a non-equilibrium geometry. The level of theory is ωB97M-V/def2-TZVPD.

Last column: natural (NBO) charge in e.
Atoms and positions in Å:
C (-1.539, 1.196, -1.441)  -0.712
C (-0.705, 0.153, -0.614)  0.564
C (0.331, -1.880, -0.394)  0.705
C (0.770, -0.276, 1.103)  0.690
H (-2.775, 1.051, -0.985)  0.275
H (-0.848, 2.251, -0.977)  0.245
H (-1.433, 0.861, -2.792)  0.300
H (1.526, 1.443, 2.162)  0.425
H (2.537, -0.149, 2.385)  0.444
N (-0.574, -1.056, -1.049)  -0.525
N (1.186, -1.436, 0.651)  -0.559
N (1.493, 0.379, 2.026)  -0.823
O (0.287, -3.031, -0.680)  -0.541
O (-0.256, 0.496, 0.604)  -0.490

Results
Spin multiplicity: 1
E (eV): -12790.717
Frontier orbital gap (eV): 9.7
Relative energy (zero: lowest compared OMol25 entry of this formula, charge and spin) (kJ/mol): 497.62

=====

# 8
This record from OMol25 describes one molecule with the formula C4H5N3O2S2 in a non-equilibrium geometry. The level of theory is ωB97M-V/def2-TZVPD.

Last column: natural (NBO) charge in e.
Atoms and positions in Å:
C (-0.106, -2.977, 0.618)  -0.083
C (-0.911, -0.651, 0.795)  0.237
C (-0.847, 1.664, 0.202)  -0.282
C (0.020, 1.611, -1.003)  -0.589
N (0.596, -2.317, -0.196)  -0.183
N (-1.367, 0.478, 0.834)  -0.450
N (0.345, -1.038, -0.354)  -0.563
O (2.333, -0.008, -1.493)  -0.896
O (1.759, 0.706, 0.782)  -0.942
S (-1.445, -2.085, 1.527)  0.296
S (1.319, 0.310, -0.562)  2.244
H (-0.077, -4.008, 0.976)  0.231
H (-0.384, 2.280, 1.084)  0.250
H (-1.591, 2.383, 0.005)  0.228
H (-0.309, 1.239, -2.032)  0.250
H (0.663, 2.412, -1.183)  0.253

Results
SMILES: O=S1(=O)CCN=C2SC=NN21
Spin multiplicity: 1
E (eV): -34460.888
Frontier orbital gap (eV): 9.5
Relative energy (zero: lowest compared OMol25 entry of this formula, charge and spin) (kJ/mol): 162.16

=====

# 9
This record from OMol25 describes one molecule with the formula C4H5N3O3 in a non-equilibrium geometry. The level of theory is ωB97M-V/def2-TZVPD.

Last column: natural (NBO) charge in e.
Atoms and positions in Å:
C (-0.692, 0.739, 0.087)  0.136
C (-2.713, -0.950, -0.018)  0.617
C (-1.134, -0.675, -0.261)  -0.437
C (0.810, 0.727, 0.129)  -0.644
N (-1.452, 1.655, 0.176)  -0.110
N (-3.464, 0.096, -0.060)  -0.239
N (-4.756, 0.505, 0.038)  0.637
O (-2.859, -2.139, -0.065)  -0.551
O (-5.477, -0.502, 0.007)  -0.340
O (-5.028, 1.635, -0.005)  -0.286
H (-0.880, -0.924, -1.286)  0.254
H (-0.496, -1.261, 0.394)  0.234
H (1.176, -0.276, -0.095)  0.232
H (1.106, 0.813, 1.106)  0.243
H (1.309, 1.595, -0.318)  0.255

Results
Spin multiplicity: 1
E (eV): -14833.027
Frontier orbital gap (alpha / beta) (eV): 8.9 / 6.6
Relative energy (zero: lowest compared OMol25 entry of this formula, charge and spin) (kJ/mol): 942.06

=====

# 10
This record from OMol25 describes one molecule with the formula C4H5N3OS2 in a non-equilibrium geometry. The level of theory is ωB97M-V/def2-TZVPD.

Last column: natural (NBO) charge in e.
Atoms and positions in Å:
C (0.851, 0.002, -0.281)  -0.474
C (-0.177, -1.324, 1.321)  0.187
C (0.222, 1.003, 0.418)  0.582
C (0.216, -0.910, -1.203)  0.101
N (-0.864, -1.821, 0.433)  -0.330
N (-0.746, -1.705, -0.869)  -0.268
N (-1.124, 1.347, 0.366)  -0.817
O (1.075, 1.794, 1.151)  -0.683
S (0.177, -1.070, 2.870)  -0.059
S (0.824, -0.979, -2.864)  0.033
H (1.877, -0.084, -0.207)  0.254
H (-1.740, 1.042, -0.372)  0.417
H (-1.221, 2.352, 0.678)  0.410
H (0.959, 1.576, 2.038)  0.496
H (-0.328, -1.222, -3.477)  0.150

Results
SMILES: N/C(O)=C\C(S)=N/N=C=S
Spin multiplicity: 1
E (eV): -32414.127
Frontier orbital gap (eV): 8.1
Relative energy (zero: lowest compared OMol25 entry of this formula, charge and spin) (kJ/mol): 336.04